{"formula": "C19H24O6STi", "method": "ωB97M-V/def2-TZVPD", "symbols": ["Ti", "C", "C", "C", "C", "C", "C", "C", "H", "H", "H", "H", "H", "H", "H", "H", "C", "C", "C", "O", "C", "O", "O", "H", "H", "H", "H", "H", "H", "H", "C", "H", "H", "C", "C", "C", "C", "C", "C", "C", "S", "O", "O", "O", "H", "H", "H", "H", "H", "H", "H"], "positions_angstrom": [[-1.12772, -0.45337, 0.27409], [-0.27786, -2.96445, -3.08209], [-0.16592, -2.73791, -1.60017], [-0.50087, -3.66617, -0.69568], [-0.47059, -3.28809, 0.76929], [0.77073, -2.44965, 1.02705], [1.15274, -1.56100, 0.08854], [0.37679, -1.44610, -1.14395], [-0.79629, -3.89647, -3.31164], [0.71009, -2.97843, -3.55315], [-0.82023, -2.15118, -3.58308], [-0.84456, -4.64741, -1.00750], [-0.44993, -4.19702, 1.38214], [1.31732, -2.54533, 1.95841], [1.98440, -0.88897, 0.27660], [0.80585, -0.80374, -1.91043], [-2.76737, 1.41026, -2.51890], [-3.45381, 0.30419, -1.72625], [-4.71083, -0.18742, -2.41505], [-2.54662, -0.78747, -1.50970], [-3.74907, 0.82576, -0.30976], [-4.74632, 1.48514, -0.08828], [-2.83499, 0.52685, 0.56084], [-2.50125, 1.04473, -3.51596], [-1.86622, 1.76051, -2.01566], [-3.45389, 2.24990, -2.63735], [-4.50394, -0.43217, -3.46091], [-5.47411, 0.58840, -2.37451], [-5.09342, -1.07925, -1.91924], [-2.09087, -1.04729, -2.32185], [-1.67415, -2.37769, 1.11044], [-1.75240, -2.29603, 2.20392], [-2.61114, -2.81010, 0.73543], [5.85136, 2.72883, 2.74155], [4.40364, 2.54254, 2.36798], [3.39191, 2.76994, 3.29671], [2.06042, 2.57388, 2.96033], [1.73779, 2.14123, 1.68366], [2.72587, 1.91252, 0.74208], [4.05571, 2.11939, 1.09158], [0.02985, 1.85129, 1.28569], [0.00357, 1.56739, -0.16222], [-0.68912, 3.00128, 1.74516], [-0.30941, 0.57651, 1.96545], [5.95534, 3.37237, 3.61520], [6.41629, 3.17391, 1.92138], [6.32148, 1.77137, 2.97772], [3.64430, 3.10759, 4.29546], [1.27820, 2.76224, 3.68373], [2.45784, 1.57975, -0.25107], [4.83142, 1.94495, 0.35400]], "total_energy_ev": -66331.39779, "homo_lumo_gap_ev": [6.390, 6.395], "charge": -1, "s_squared": 0.755, "de_lowest_ev": 0.000, "spin_multiplicity": 2, "mol_weight_g_mol": 428.33}